Record 1
A structure of composition C14H18IOPdS2. Source: the Open Molecules 2025 dataset; level of theory: ωB97M-V/def2-TZVPD.

```
37
Properties=species:S:1:pos:R:3:forces:R:3
Pd -0.1759 -1.0619 0.0256 -1.366 -1.217 -0.299
I -0.1922 0.2804 3.0615 -0.698 0.238 -0.294
C 0.0705 1.7731 1.5434 -0.205 -1.370 0.694
C -0.3670 3.0203 1.7759 0.643 1.130 -0.142
C 0.4519 4.0537 1.2436 -0.958 1.358 0.069
C 1.5997 3.7813 0.5551 0.498 1.540 -0.161
C 1.9547 2.4882 0.2046 -1.083 -0.315 -0.064
C 3.1261 2.1995 -0.5265 0.654 -0.338 0.175
C 3.4812 0.8805 -0.6155 0.712 -0.892 -0.391
C 2.6658 -0.1706 -0.1144 0.499 1.245 -0.397
C 1.3894 0.0994 0.3032 0.134 -0.317 0.959
C 1.0509 1.4537 0.6156 2.736 -0.293 -0.688
H -1.2105 3.1761 2.4165 -0.109 0.397 0.396
H 0.1705 5.1191 1.3956 0.177 -0.863 0.046
H 2.3072 4.5829 0.2590 -0.686 -0.288 0.238
H 3.8050 3.0114 -0.8227 -0.450 -0.354 -0.095
H 4.3721 0.5113 -1.1545 -0.086 0.731 0.387
H 3.1103 -1.1587 -0.0613 -0.337 -0.184 -0.477
C -1.7149 -3.6697 1.2226 -0.026 -1.787 0.075
S -0.5850 -3.4821 -0.1986 -0.335 1.275 -0.593
C 1.0490 -4.1525 0.2117 -0.082 0.223 0.921
H -2.0675 -4.7232 1.1208 0.208 0.555 0.743
H -2.6324 -3.0640 1.2042 0.715 0.353 -0.597
H -1.2002 -3.4834 2.1681 -0.034 -0.109 -0.134
H 1.3324 -3.9068 1.2721 -0.184 -0.256 -1.106
H 1.7720 -3.7074 -0.4971 -0.554 0.040 0.486
H 0.9989 -5.2092 0.0123 0.337 -0.635 0.318
C -2.2006 1.3887 -1.2201 -0.853 -0.074 -0.286
S -2.2224 -0.3730 -0.7616 0.929 1.253 1.627
C -2.3934 -0.9461 -2.4107 -1.916 -2.142 -0.571
O -3.5230 -0.5159 -0.0246 0.026 -0.290 -0.627
H -1.5919 1.5184 -2.1209 0.462 0.236 0.636
H -2.0095 2.0479 -0.3513 0.322 -0.563 -0.642
H -3.2252 1.5488 -1.5576 -0.284 0.210 0.094
H -1.6689 -0.5280 -3.0828 0.549 0.042 -0.097
H -3.4258 -0.6938 -2.7657 0.692 -0.195 0.194
H -2.3012 -2.0882 -2.3257 -0.048 1.657 -0.396
```
Forces are in eV/Å.

For the energy above the lowest of the compared OMol25 structures with the same formula, charge and spin, the calculation gives 11.0 kcal per mole. For the maximum force, the calculation gives 2.93 eV/Å. For the total energy, the calculation gives -1841.3725 a.u. The calculation puts the HOMO energy at -2.492 eV. As for the multiplicity: 1. As for the charge: -1.

Atom charges from the natural (NBO) analysis, given in e for atoms 1 to 6:
1. Pd -0.121
2. I 0.085
3. C -0.035
4. C -0.324
5. C -0.228
6. C -0.210

Record 2
An isolated molecule of C14H18N2O2. Source: the Open Molecules 2025 dataset; level of theory: ωB97M-V/def2-TZVPD.

```
36
Properties=species:S:1:pos:R:3:forces:R:3
C -4.6083 -1.3395 -0.3366 -0.011 0.239 -0.051
C -4.1461 0.1037 -0.1747 0.099 -0.105 0.194
C -2.7739 0.2208 0.4874 -0.071 0.047 -0.308
C -1.6513 -0.3591 -0.3773 -0.278 -0.037 0.224
N -0.3562 -0.1034 0.2021 -0.278 -0.011 -0.094
C 0.3712 -1.0597 0.8381 0.127 -0.230 0.258
O 0.0277 -2.2005 1.0403 0.015 -0.122 0.006
C 1.7108 -0.4257 1.2767 0.098 0.013 -0.281
N 2.8366 -1.1770 0.7608 -0.144 0.119 0.561
C 2.9023 -1.4742 -0.5635 0.606 -0.284 -0.021
C 4.0569 -2.3829 -0.9229 -0.151 0.057 -0.206
O 2.1132 -1.0266 -1.3651 -0.247 0.036 -0.134
C 1.5950 0.9635 0.7158 -0.138 0.152 -0.005
C 2.4876 2.0096 0.7212 -0.223 -0.165 0.002
C 2.1160 3.2000 0.1061 0.089 0.191 -0.044
C 0.8777 3.3231 -0.4994 0.115 0.063 0.012
C -0.0271 2.2699 -0.5148 -0.135 -0.236 0.021
C 0.3465 1.0890 0.0975 0.497 0.408 0.160
H -3.9711 -1.8790 -1.0317 0.035 -0.147 -0.067
H -4.5868 -1.8546 0.6210 -0.006 -0.115 0.094
H -5.6263 -1.3677 -0.7184 -0.077 -0.097 -0.045
H -4.1177 0.5887 -1.1533 -0.047 0.100 -0.016
H -4.8719 0.6420 0.4391 -0.006 0.063 -0.079
H -2.7847 -0.3005 1.4469 0.052 0.016 0.061
H -2.5594 1.2744 0.6832 0.041 -0.009 0.066
H -1.6793 0.0705 -1.3828 0.011 -0.052 -0.013
H -1.7480 -1.4443 -0.4494 0.037 0.116 -0.093
H 1.7698 -0.4236 2.3692 -0.065 -0.056 -0.125
H 3.4158 -1.6807 1.4115 -0.058 0.002 -0.107
H 3.8666 -3.3804 -0.5317 0.021 -0.089 0.038
H 4.9856 -2.0084 -0.4992 0.091 -0.010 0.043
H 4.1451 -2.4388 -2.0036 -0.008 0.010 -0.004
H 3.4567 1.9072 1.1863 0.113 -0.024 0.045
H 2.8022 4.0332 0.0973 0.045 0.086 -0.006
H 0.6085 4.2544 -0.9753 -0.022 0.074 -0.036
H -0.9838 2.3766 -1.0011 -0.128 -0.005 -0.048
```
Forces are in eV/Å.

For the energy above the lowest of the compared OMol25 structures with the same formula, charge and spin, the calculation gives 1.4 kcal per mole. As for the SMILES: CCCCN1C(=O)[C@@H](NC(C)=O)c2ccccc21. For the maximum force, the calculation gives 0.67 eV/Å. For the total energy, the calculation gives -804.3255 a.u. The calculation puts the HOMO energy at -8.160 eV. As for the multiplicity: 1.

Atom charges from the natural (NBO) analysis, given in e for atoms 1 to 6:
1. C -0.608
2. C -0.392
3. C -0.401
4. C -0.222
5. N -0.441
6. C 0.703